A gas-phase ion, C10H12NS (charge +1) at a distorted geometry, computed with ωB97M-V/def2-TZVPD.

The geometry in XYZ format:
```
24
Properties=species:S:1:pos:R:3:forces:R:3
C -0.213778 1.869945 0.512537 2.38 1.54 -1.07
C 1.061421 1.733830 -0.044760 -1.21 0.37 1.95
C 3.258131 0.878989 -0.951948 0.21 -4.00 -0.08
C -1.156480 0.916855 0.810480 -2.06 -2.60 0.84
C 4.074953 -0.277177 -0.954115 -1.78 1.92 3.56
C 2.007983 0.692745 -0.129596 2.84 0.45 -2.64
C 2.159924 -0.433165 0.597812 -0.94 -1.14 2.36
C -3.663000 -0.994047 0.071493 1.07 -2.58 1.76
C -2.219701 -1.409677 0.277086 -1.01 -0.15 0.91
C -1.180488 -1.150929 -0.734140 0.93 -0.06 -1.14
N -1.298079 -0.332714 0.422537 2.07 1.12 0.18
S 3.619393 -1.305861 0.508444 -0.75 1.39 -2.33
H -0.358830 2.932423 0.796982 -0.68 -1.04 -0.10
H 1.551096 2.689835 -0.097943 0.07 0.41 -0.72
H 3.489498 1.578024 -1.716605 -0.28 1.06 -0.23
H -1.973720 1.077923 1.504454 0.17 0.99 0.32
H 5.113096 -0.332893 -1.172792 0.49 -0.10 -0.90
H -3.998290 -0.953073 1.094065 -0.91 0.15 0.32
H -4.181458 -1.806959 -0.429812 -0.28 0.35 -0.24
H -3.737028 -0.040009 -0.333822 -0.24 1.47 -1.19
H 1.445581 -0.651315 1.402191 0.36 -0.31 -0.38
H -1.975642 -2.233666 1.015788 -0.57 0.85 -1.10
H -1.427916 -0.546631 -1.608053 -0.05 -0.62 -0.17
H -0.396663 -1.902446 -0.840290 0.19 0.53 0.09
```
Positions in Å, forces in eV/Å.

Summary:
net charge = +1
strongest force on any atom = 0.086 Eh/bohr
lowest unoccupied orbital energy = -5.1 eV
Kohn-Sham gap = 0.2690 Eh